The following is a quantum chemistry calculation of a structure of composition C56H60F6N5O11PS2SiTeTi, from the OMol25 dataset.

Values from the calculation:
**Frontier orbital gap**: 6.271 eV
**Highest occupied orbital energy**: -2.60 eV
**Strongest force on any atom**: 0.06245 Eh/bohr
**Charge**: -2

Geometry as XYZ:
```
144
Properties=species:S:1:pos:R:3:forces:R:3
Ti -0.276289 -0.053757 0.087724 0.7394 -2.2423 2.1768
F -3.975466 5.031223 1.416656 0.0069 0.0302 -0.0114
C -4.514024 3.813271 1.409544 -0.0815 -0.0224 0.2244
F -5.457202 3.790199 0.452775 0.1628 -0.1453 -0.2229
F -5.159463 3.653330 2.576552 -0.0531 -0.0277 -0.0038
S -3.205395 2.422961 1.334935 0.0266 0.8471 0.1964
O -1.998245 -0.307578 1.330605 0.3275 0.3800 0.1622
O -2.717060 2.582530 2.713093 -0.0146 -0.3652 -0.0763
N -2.253747 3.334443 0.337293 0.1695 -0.4594 0.0288
S -1.110843 2.920943 -0.590384 -0.1956 0.4161 -0.9369
O 0.107249 3.646533 -0.409765 0.1566 -0.1167 0.2521
O -0.899307 1.473416 -0.929404 -0.8801 1.6404 0.2394
C -1.671672 3.656744 -2.219632 -0.1796 -0.0509 -0.1546
F -1.336510 2.890938 -3.254468 -0.0109 -0.0914 0.0497
F -2.984314 3.884924 -2.268085 -0.0828 -0.1313 0.0189
F -1.072083 4.842271 -2.376437 0.0570 0.0354 -0.0107
C -5.530272 -1.899773 -2.053462 0.0835 -0.0225 0.0380
O -4.657588 -0.866523 -2.473050 -0.0334 -0.1913 0.0065
P -3.398689 -0.401441 -1.493873 -0.7124 0.3210 -0.4959
O -2.222946 -0.369806 -2.586372 0.0014 -0.0846 0.0697
C -2.389798 0.045188 -3.933044 0.0819 0.0897 0.0690
O -3.821927 1.234008 -1.503701 -0.0127 -0.1042 -0.0603
C -5.092450 1.693046 -1.929368 0.1347 -0.0031 -0.0590
H -6.442897 -1.477681 -1.620748 0.0033 0.0077 0.0331
H -5.051929 -2.553930 -1.322048 -0.0224 0.0166 -0.0138
H -5.795738 -2.492167 -2.930887 0.0074 -0.0301 0.0128
H -2.964520 -0.700498 -4.484085 0.0128 -0.0243 -0.0228
H -1.384086 0.141737 -4.337293 -0.0255 -0.0035 -0.0370
H -2.902112 1.008880 -3.984496 -0.0117 -0.0099 0.0045
H -5.193311 2.720382 -1.591543 -0.0028 0.0420 -0.0173
H -5.903290 1.096321 -1.501729 -0.0184 0.0086 -0.0009
H -5.181117 1.661091 -3.017969 -0.0393 -0.0184 -0.0120
C 2.385441 2.405102 3.531295 -0.0234 -0.0062 -0.0226
C 1.121899 2.867402 3.204147 0.0328 -0.0354 0.0190
C 0.398643 2.263675 2.180659 -0.0746 -0.0474 0.0005
C 0.877389 1.177691 1.439860 0.2161 0.2720 0.2899
C 2.180405 0.773897 1.772204 -0.0213 -0.0338 -0.1766
C 2.912583 1.349781 2.800261 -0.0132 0.0298 0.0781
H 2.956634 2.860387 4.333416 -0.0293 -0.0327 0.0284
H 0.668706 3.680658 3.760835 0.0332 0.0409 -0.0497
H -0.574999 2.683926 1.997658 -0.0821 -0.1140 0.0859
H 2.626420 -0.041358 1.208084 0.0127 -0.0112 0.0412
H 3.893249 0.962937 3.054392 0.0122 0.0265 -0.0538
N 2.038961 -3.077335 2.306543 -0.0100 -0.0227 0.1259
C 1.268183 -2.551925 1.320810 -0.1590 -0.1104 -0.1388
N 0.508842 -1.581049 1.731658 0.2241 0.2362 0.1977
C 0.796030 -1.431013 3.091404 -0.1124 -0.1150 -0.1137
C 0.308526 -0.519615 4.024395 0.0712 0.0763 -0.0346
C 0.829028 -0.566732 5.300015 0.0388 -0.0065 0.0440
C 1.797926 -1.514194 5.665041 -0.0116 0.0127 -0.0434
C 2.276208 -2.438855 4.755640 0.0342 -0.0460 -0.0164
C 1.760426 -2.368630 3.465285 0.0136 -0.0310 0.0318
H 2.716007 -3.808100 2.192380 -0.0341 -0.0266 -0.0289
H 1.269401 -2.928505 0.312003 0.0099 0.0349 -0.0147
H -0.432386 0.209445 3.736194 0.0605 0.0510 0.0040
H 0.485209 0.147748 6.037108 -0.0306 -0.0183 -0.0157
H 2.186376 -1.515565 6.676517 -0.0268 -0.0142 0.0059
H 3.021158 -3.175184 5.033502 0.0103 0.0208 -0.0092
C 1.305258 -2.350431 -2.516376 0.0247 -0.0786 0.2609
C 0.954449 -0.925071 -2.125963 0.5965 0.0261 -0.3132
O 0.606965 -0.179230 -3.043036 -0.2062 -0.0071 -0.0014
N 1.170627 -0.515025 -0.836506 -0.9412 0.0933 -0.7878
Te 2.580459 1.932342 -1.645965 1.3569 0.4784 -0.3833
C 3.600206 3.126969 -3.168308 -0.2757 -0.0401 -0.1365
C 2.947410 3.350654 -4.390752 -0.1705 0.0040 -0.0433
C 1.500782 2.991055 -4.645832 0.1782 0.0505 0.0431
C 3.643583 3.907612 -5.466049 0.0428 0.0315 0.0306
C 4.977679 4.261783 -5.374148 -0.0009 -0.0401 0.0290
C 5.729468 4.828157 -6.551509 -0.0497 0.0020 0.1042
C 5.606368 4.077890 -4.148690 -0.0221 0.0273 -0.0717
C 4.941017 3.532935 -3.056653 0.0619 0.0651 0.2424
C 5.710984 3.396533 -1.768580 -0.0913 -0.0567 -0.1471
C 4.157455 0.465264 -1.845033 -0.1714 -0.2810 0.0318
C 4.247803 -0.312340 -3.018362 -0.1109 0.0775 -0.1046
C 3.528592 0.049233 -4.292326 -0.0415 0.0587 0.1554
C 5.045963 -1.452881 -3.037102 0.1028 -0.0090 -0.0010
C 5.793885 -1.848460 -1.939065 0.0449 0.0434 0.0404
C 6.599984 -3.122062 -1.944459 -0.0636 0.1057 0.0297
C 5.787055 -1.017894 -0.831855 -0.0001 0.0139 -0.0698
C 5.000134 0.133067 -0.771847 0.0054 0.0299 0.0936
C 5.175408 0.979249 0.464959 -0.0485 -0.0984 -0.0992
H 0.576462 -2.719076 -3.236349 -0.0099 0.0085 0.0008
H 1.338864 -3.028682 -1.669018 -0.0120 -0.0446 -0.0408
H 2.290071 -2.323733 -2.991489 -0.0204 0.0161 0.0078
H 1.060882 2.444328 -3.816749 -0.0493 -0.0591 -0.0579
H 1.423884 2.366291 -5.539012 -0.0289 0.0004 0.0022
H 0.915112 3.896946 -4.820013 -0.0210 -0.0162 0.0295
H 3.119832 4.044883 -6.408765 -0.0039 -0.0004 0.0117
H 5.113285 4.810714 -7.451009 0.0201 0.0116 -0.0089
H 6.637603 4.253408 -6.745266 0.0029 0.0166 -0.0285
H 6.027365 5.862519 -6.361677 0.0122 -0.0012 -0.0414
H 6.649782 4.363676 -4.038939 -0.0105 0.0016 0.0208
H 6.456455 4.189321 -1.680825 0.0014 -0.0009 0.0029
H 6.227710 2.434663 -1.738308 -0.0083 -0.0070 0.0664
H 5.029910 3.437087 -0.920457 0.0639 0.0125 0.0500
H 2.462724 0.201839 -4.113900 0.0082 -0.0259 -0.0447
H 3.659470 -0.734010 -5.040648 -0.0209 -0.0190 0.0135
H 3.932869 0.980972 -4.691537 0.0294 -0.0241 -0.0580
H 5.064521 -2.062081 -3.936134 -0.0066 0.0245 -0.0117
H 6.552173 -3.612796 -2.916839 0.0237 -0.0059 0.0044
H 6.220383 -3.819042 -1.193804 0.0160 -0.0287 -0.0205
H 7.646693 -2.920353 -1.706056 0.0147 -0.0434 -0.0229
H 6.411253 -1.265412 0.023748 -0.0244 0.0095 0.0107
H 5.101790 0.361891 1.360621 -0.0395 0.0273 -0.0118
H 4.436232 1.772122 0.520376 0.0138 -0.0077 0.0968
H 6.174240 1.425459 0.460723 -0.0064 0.0250 -0.0153
C -7.549654 -0.926054 2.138172 -0.0329 -0.0404 0.0097
C -6.914361 -1.826224 2.986403 0.0399 -0.0179 -0.0126
C -5.530842 -1.922241 2.985455 0.0556 0.0475 -0.0183
C -4.737501 -1.137981 2.139505 0.0043 0.2513 -0.1816
C -5.400661 -0.236972 1.304027 -0.0230 -0.0956 0.0887
C -6.789011 -0.124759 1.302331 0.0472 0.0127 0.0044
Si -2.833144 -1.350093 2.211344 -0.3905 -0.3364 -0.0021
C -2.652136 -3.209932 1.816588 0.2004 -0.0358 -0.0727
C -1.558098 -3.980408 2.237324 -0.0206 0.0624 0.0320
C -1.459671 -5.334480 1.958507 -0.0316 -0.0091 0.0390
C -2.455102 -5.968046 1.225652 -0.0175 0.0603 0.0368
C -3.541302 -5.230383 0.784732 -0.0102 -0.0646 0.0414
C -3.636133 -3.876521 1.083447 -0.0015 0.0481 0.0964
C -2.637571 -1.256075 4.116964 0.1470 0.0857 0.0393
C -2.288608 -2.333442 4.936244 -0.1082 0.0445 -0.0207
C -2.166227 -2.196957 6.315146 -0.0710 -0.0027 -0.0269
C -2.416233 -0.974137 6.917915 -0.0073 -0.0124 -0.0197
C -2.804339 0.103822 6.130852 -0.0123 0.0206 -0.0027
C -2.915225 -0.038919 4.755388 0.0461 -0.0602 -0.0793
H -8.631648 -0.855585 2.129643 0.0053 0.0282 0.0230
H -7.498086 -2.452162 3.652065 -0.0117 -0.0043 -0.0091
H -5.045061 -2.624202 3.656566 -0.0441 -0.0073 0.0121
H -4.815544 0.389795 0.647434 0.0106 0.0319 -0.0667
H -7.274080 0.594330 0.651164 0.0193 -0.0085 -0.0199
H -0.767672 -3.508945 2.811668 -0.0289 -0.0602 -0.0409
H -0.602191 -5.895510 2.314098 0.0140 -0.0006 -0.0312
H -2.377112 -7.023570 0.992823 0.0043 0.0024 -0.0171
H -4.318480 -5.706518 0.197991 0.0117 0.0156 -0.0185
H -4.500169 -3.323063 0.736095 0.0042 -0.0210 -0.0287
H -2.117398 -3.306347 4.496271 0.0498 -0.0053 0.0296
H -1.873965 -3.051628 6.915318 0.0005 0.0032 0.0028
H -2.317413 -0.861984 7.992088 0.0016 0.0048 -0.0036
H -3.020434 1.062168 6.589820 0.0145 0.0042 -0.0115
H -3.199685 0.818436 4.157375 0.0260 0.0757 -0.0078
O -2.717752 -3.029218 -1.617907 0.0409 0.0386 -0.0924
N -1.585295 -3.104461 -1.127858 0.2954 -0.0503 0.0260
O -0.922061 -4.140746 -1.210743 0.0203 -0.0456 0.0726
O -1.090492 -2.117092 -0.503813 -0.1475 -0.1451 -0.3080
```
Positions in Å, forces in eV/Å.

Löwdin population analysis, charges in e, atoms 1 to 8:
1 Ti 0.965
2 F 0.110
3 C -0.710
4 F 0.092
5 F 0.087
6 S 0.952
7 O -0.434
8 O -0.455